The following is a quantum chemistry calculation of a cluster of 10 separate species, C32H96N9O10P3S7 in total in a non-equilibrium geometry, from OMol25.

- F_max (hartree/bohr) = 0.132
- HOMO energy (eV) = -7.58
- energy (eV) = -172333.4647
- energy above the lowest of the compared OMol25 structures with the same formula, charge and spin (eV) = 4.8415
- frontier orbital gap (eV) = 7.57
- charge = 0

Each line ends with the Löwdin charge.
CARTESIAN COORDINATES (ANGSTROEM)
O1 5.58102 15.24152 0.47387  -0.326
P1 5.24965 13.84692 -0.01226  0.686
N1 4.47994 12.88650 1.16422  -0.295
C1 3.41438 13.51616 1.94596  -0.114
C2 4.34209 11.43386 0.98346  -0.122
N2 6.53087 12.91686 -0.67859  -0.258
C3 6.87165 13.26283 -2.06874  -0.108
C4 7.72885 12.59643 0.14003  -0.076
N3 4.08881 13.92781 -1.27327  -0.297
C5 3.97028 15.19734 -1.99494  -0.127
C6 3.72109 12.78297 -2.16208  -0.072
H1 2.46011 13.62389 1.41945  0.081
H2 3.62838 14.56261 2.16845  0.075
H3 3.26388 12.99325 2.88947  0.082
H4 3.33171 11.19503 0.63529  0.075
H5 4.41951 10.89893 1.93172  0.079
H6 5.06282 11.07630 0.25141  0.067
H7 7.40052 12.51635 -2.65796  0.040
H8 6.05650 13.63778 -2.68322  0.050
H9 7.53341 14.12562 -2.18755  0.070
H10 7.88137 13.43405 0.81523  0.054
H11 7.51597 11.71398 0.74503  0.076
H12 8.57179 12.42950 -0.52773  0.088
H13 3.10704 15.16931 -2.66151  0.085
H14 3.91774 16.04856 -1.32070  0.080
H15 4.81219 15.32266 -2.68398  0.058
H16 2.74058 13.06400 -2.55438  0.078
H17 3.52987 11.88019 -1.58975  0.069
H18 4.40088 12.79907 -3.01255  0.073
O2 11.48622 13.22152 -1.93177  -0.304
P2 12.37118 14.27880 -2.46269  0.536
N4 11.49649 15.57252 -3.15757  -0.279
C7 10.18034 15.52921 -3.66083  -0.134
C8 12.15005 16.91433 -3.14328  -0.113
N5 13.32816 13.71352 -3.71960  -0.294
C9 13.70963 14.58204 -4.84151  -0.102
C10 13.50528 12.28574 -3.94112  -0.102
N6 13.45286 14.99531 -1.40844  -0.293
C11 14.91111 14.66528 -1.47204  -0.081
C12 13.01753 15.53675 -0.13693  -0.113
H19 10.07588 14.52072 -4.07598  0.089
H20 10.12633 16.29685 -4.43348  0.067
H21 9.34518 15.64098 -2.96752  0.033
H22 11.99355 17.47633 -2.21665  0.071
H23 11.77294 17.51120 -3.97406  0.067
H24 13.23719 16.86776 -3.17803  0.048
H25 14.49253 14.13084 -5.45332  0.057
H26 12.87502 14.73179 -5.53396  0.078
H27 14.10940 15.56241 -4.58534  0.056
H28 12.58785 11.92912 -4.40826  0.079
H29 14.46047 12.14595 -4.44969  0.077
H30 13.67494 11.64146 -3.07485  0.074
H31 15.54442 15.39703 -0.97360  0.084
H32 15.15783 13.66720 -1.10724  0.058
H33 15.21041 14.65466 -2.51970  0.054
H34 13.78706 16.07300 0.42364  0.078
H35 12.80759 14.73299 0.57522  0.085
H36 12.23844 16.27056 -0.34405  0.066
O3 7.63618 17.04622 -10.63638  -0.299
P3 8.08841 16.11576 -9.56447  0.595
N7 8.08008 14.47264 -9.97178  -0.302
C13 9.14097 13.91326 -10.74419  -0.142
C14 7.15504 13.49019 -9.43207  -0.115
N8 7.19224 16.25147 -8.10625  -0.272
C15 6.70691 17.60893 -7.90599  -0.131
C16 7.12989 15.43542 -6.89398  -0.125
N9 9.64839 16.49545 -8.97475  -0.299
C17 10.10553 15.88836 -7.75843  -0.142
C18 10.48104 17.53968 -9.60335  -0.096
H37 9.85535 13.30727 -10.17975  0.085
H38 9.78886 14.70896 -11.13233  0.067
H39 8.79176 13.53301 -11.70751  0.089
H40 6.16474 13.93975 -9.32657  0.082
H41 7.37689 13.16942 -8.41132  0.054
H42 7.06066 12.64812 -10.11576  0.084
H43 5.91670 17.63279 -7.15574  0.077
H44 7.52852 18.27708 -7.63508  0.083
H45 6.18318 18.00146 -8.77922  0.069
H46 6.64562 15.93034 -6.05342  0.049
H47 6.57152 14.51163 -7.04666  0.061
H48 8.12704 15.28376 -6.47836  0.048
H49 9.85203 16.56642 -6.93551  0.082
H50 9.96195 14.84099 -7.49829  0.087
H51 11.19244 16.01205 -7.83075  0.035
H52 11.54364 17.27102 -9.55774  0.057
H53 10.55429 18.43904 -8.98220  0.080
H54 10.14415 17.75222 -10.61295  0.073
C19 17.11767 9.99040 -0.58696  -0.237
S1 17.98450 11.21371 -1.68870  0.833
O4 17.41164 12.54656 -1.23298  -0.585
C20 19.64873 11.15841 -0.87057  -0.248
H55 17.50975 10.09602 0.42324  0.050
H56 17.16699 8.97928 -0.98252  0.047
H57 16.11782 10.42245 -0.55949  0.042
H58 19.95104 10.21013 -0.43323  0.049
H59 19.67387 11.96865 -0.14264  0.053
H60 20.31992 11.48010 -1.66774  0.031
C21 13.23345 14.24017 -10.59366  -0.228
S2 13.22745 14.20664 -8.73240  0.794
O5 12.84229 12.87460 -8.22124  -0.551
C22 15.01334 14.18528 -8.57184  -0.272
H61 13.01285 13.28862 -11.07038  0.058
H62 14.11806 14.76594 -10.95402  0.041
H63 12.49001 14.97725 -10.91131  0.025
H64 15.55898 13.28679 -8.84716  0.072
H65 15.10189 14.38023 -7.50037  0.003
H66 15.38586 15.10793 -9.02059  0.052
C23 18.08409 13.86318 -4.64028  -0.226
S3 17.76237 15.32803 -5.75394  0.825
O6 16.86947 16.20131 -4.93021  -0.580
C24 19.40352 16.13027 -5.59383  -0.254
H67 17.63690 14.07825 -3.66963  0.038
H68 19.15778 13.91768 -4.45059  0.032
H69 17.86916 12.86094 -5.00329  0.045
H70 19.65919 16.35519 -4.56150  0.064
H71 19.07078 17.04767 -6.08650  0.034
H72 20.16963 15.69211 -6.22987  0.054
C25 8.58101 16.01247 -0.24343  -0.296
S4 8.33245 17.13647 1.12162  0.837
O7 7.71631 18.38772 0.52614  -0.584
C26 6.88482 16.33388 1.89786  -0.296
H73 7.68686 16.15447 -0.84992  0.006
H74 8.73953 14.97640 -0.00219  0.028
H75 9.43115 16.30740 -0.86207  0.035
H76 7.15984 15.36632 2.32527  0.045
H77 5.93863 16.23437 1.28454  -0.019
H78 6.63790 16.90259 2.80017  0.040
C27 5.70816 18.22101 -2.97942  -0.243
S5 7.37387 17.57373 -3.20005  0.838
O8 7.67020 17.29009 -4.66664  -0.564
C28 8.43913 19.05865 -2.86485  -0.202
H79 5.03854 17.36804 -2.98902  0.007
H80 5.37066 18.95250 -3.71567  0.062
H81 5.65107 18.76452 -2.03456  0.064
H82 9.37216 18.79961 -3.36234  0.035
H83 8.50853 19.43847 -1.84648  0.043
H84 8.06873 19.92636 -3.41777  0.053
C29 15.56034 20.20277 -5.42511  -0.260
S6 14.03379 19.20407 -5.19243  0.820
O9 12.85646 19.90828 -5.79463  -0.560
C30 14.62056 18.04460 -6.51782  -0.249
H85 15.50598 21.16421 -4.91829  0.048
H86 15.63878 20.41463 -6.49215  0.045
H87 16.42515 19.59450 -5.16270  0.047
H88 13.70924 17.51294 -6.79217  0.039
H89 15.56850 17.59524 -6.22499  0.015
H90 14.83820 18.60997 -7.42785  0.049
C31 8.59968 10.29922 -6.35334  -0.227
S7 7.69049 10.98138 -4.86258  0.804
O10 6.25694 10.45758 -4.89723  -0.586
C32 8.49079 9.91390 -3.58003  -0.243
H91 8.54328 9.22566 -6.18882  0.045
H92 9.61696 10.69393 -6.34976  0.046
H93 8.18484 10.65402 -7.29464  0.039
H94 9.56352 10.06080 -3.67376  0.047
H95 8.14244 8.88604 -3.68794  0.055
H96 8.13403 10.16466 -2.58129  0.036

Cartesian forces (eV/Å) of the 6 atoms listed first:
O -2.8 -4.9 -3.7
P -1.2 -0.5 -1.1
N 1.1 0.3 -0.4
C 0.0 0.7 -0.2
C -0.6 0.5 0.0
N -0.7 0.5 -0.2